C17H15N3O2 | ωB97M-V with the def2-TZVPD basis set

Geometry as ORCA input:
```
! RIJCOSX wB97M-V def2-TZVPD def2/J DEFGRID3
* xyz 0 1
C 1.08 3.54 1.81
H 1.21 4.62 1.92
H 0.65 3.15 2.72
H 0.38 3.36 0.99
C 2.43 2.87 1.52
C 2.24 1.39 1.35
C 1.93 0.85 0.11
C 1.68 -0.50 -0.04
C 1.74 -1.34 1.07
C 2.08 -0.82 2.31
C 2.31 0.54 2.45
H 2.57 0.94 3.42
H 2.15 -1.48 3.16
C 1.47 -2.80 0.93
O 2.22 -3.67 1.31
N 0.24 -3.13 0.40
N -0.67 -2.21 -0.09
C -1.21 -1.28 0.75
N -2.00 -0.34 0.39
C -2.36 -0.27 -0.94
C -3.21 0.76 -1.36
C -3.58 0.84 -2.68
C -3.11 -0.09 -3.62
C -2.27 -1.10 -3.22
C -1.89 -1.21 -1.88
C -0.98 -2.27 -1.46
O -0.50 -3.14 -2.15
H -1.90 -1.84 -3.92
H -3.41 -0.01 -4.65
H -4.23 1.63 -3.01
H -3.55 1.47 -0.63
H -0.93 -1.35 1.79
H 0.12 -4.08 0.07
H 1.47 -0.90 -1.02
H 1.89 1.50 -0.75
H 3.11 3.07 2.35
H 2.85 3.29 0.61
*
```

Calculated values
SMILES: CCc1ccc(C(=O)Nn2cnc3ccccc3c2=O)cc1
maximum force: 0.716 eV/Å
Kohn-Sham gap: 9.24 eV
energy above the lowest of the compared OMol25 structures with the same formula, charge and spin: 0.0 kcal/mol

C23H31GeN4Zr | ωB97M-V with the def2-TZVPD basis set

Geometry as ORCA input:
```
! RIJCOSX wB97M-V def2-TZVPD def2/J DEFGRID3
* xyz 3 1
Zr 0.29 0.13 -0.03
C -0.58 -2.40 1.88
C 0.83 -2.02 2.38
C 0.74 -0.64 2.99
C 1.12 -0.39 4.30
C 0.85 0.84 4.87
C 0.17 1.79 4.11
C -0.15 1.49 2.80
N 0.15 0.31 2.22
N -0.87 -1.80 0.56
C -0.42 -2.74 -0.50
C -0.52 -2.16 -1.89
C -0.74 -2.99 -2.98
C -0.84 -2.44 -4.25
C -0.76 -1.06 -4.37
C -0.56 -0.30 -3.23
N -0.40 -0.82 -2.00
C -2.32 -1.51 0.41
C -2.66 -0.02 0.45
C -3.90 0.43 0.90
C -4.23 1.77 0.76
C -3.33 2.63 0.14
C -2.10 2.12 -0.26
N -1.77 0.83 -0.10
H -1.30 -2.04 2.61
H -0.67 -3.49 1.83
H 1.58 -2.10 1.57
H 1.13 -2.73 3.15
H 1.62 -1.16 4.87
H 1.13 1.06 5.89
H -0.09 2.75 4.53
H -0.65 2.23 2.18
H -1.01 -3.67 -0.46
H 0.63 -3.03 -0.30
H -0.80 -4.06 -2.84
H -1.00 -3.07 -5.11
H -0.86 -0.57 -5.33
H -0.51 0.78 -3.31
H -2.92 -2.05 1.15
H -2.66 -1.86 -0.58
H -4.60 -0.26 1.34
H -5.17 2.14 1.13
H -3.59 3.66 -0.04
H -1.37 2.76 -0.75
C 4.55 2.18 -1.14
Ge 2.67 1.57 -1.22
C 1.70 2.17 -2.84
C 2.63 -0.51 -1.07
C 1.40 2.01 0.24
H 5.05 1.95 -2.08
H 5.10 1.72 -0.33
H 4.57 3.26 -1.02
H 1.86 1.55 -3.72
H 2.07 3.16 -3.09
H 0.63 2.27 -2.62
H 3.66 -0.87 -1.11
H 2.11 -1.02 -1.89
H 2.23 -0.83 -0.07
H 0.94 2.98 0.05
H 1.95 2.08 1.19
*
```

Calculated values
maximum force: 1.415 eV/Å
Kohn-Sham gap: 7.76 eV
energy above the lowest of the compared OMol25 structures with the same formula, charge and spin: 8.9 kcal/mol

C28H27F6N5O6S6Sr | ωB97M-V with the def2-TZVPD basis set

Geometry as ORCA input:
```
! RIJCOSX wB97M-V def2-TZVPD def2/J DEFGRID3
* xyz -2 1
Sr -1.10 1.23 -0.10
C -2.48 0.70 3.71
N -1.40 -0.16 3.29
C -0.17 0.17 3.99
C 1.08 -0.52 3.45
N 1.89 0.33 2.58
C 2.57 1.37 3.30
C 2.63 -0.30 1.52
C 4.00 -0.07 1.41
C 4.78 -0.64 0.40
C 4.17 -1.48 -0.52
C 2.80 -1.72 -0.43
C 1.98 -1.13 0.55
S 0.26 -1.43 0.51
C -1.74 -1.54 3.14
C -1.26 -2.48 4.04
C -1.56 -3.83 3.92
C -2.36 -4.25 2.86
C -2.85 -3.32 1.95
C -2.56 -1.95 2.05
S -3.20 -0.82 0.88
H -2.65 0.63 4.81
H -3.40 0.43 3.20
H -2.25 1.74 3.47
H -0.26 -0.03 5.07
H -0.06 1.25 3.88
H 0.80 -1.39 2.87
H 1.69 -0.85 4.30
H 3.37 0.98 3.97
H 1.85 1.91 3.93
H 3.02 2.09 2.61
H 4.50 0.57 2.13
H 5.84 -0.41 0.34
H 4.75 -1.94 -1.32
H 2.31 -2.35 -1.16
H -0.63 -2.15 4.86
H -1.15 -4.55 4.63
H -2.60 -5.30 2.74
H -3.46 -3.64 1.11
O 1.24 -1.42 -5.10
C 2.16 -0.64 -4.54
C 3.41 -0.55 -5.17
C 4.41 0.26 -4.65
C 4.18 1.00 -3.49
C 2.95 0.90 -2.87
C 1.92 0.10 -3.36
C 0.64 0.06 -2.57
O 0.54 0.88 -1.61
N -0.26 -0.82 -2.96
N -1.47 -0.83 -2.24
C -2.22 -1.80 -2.60
S -3.88 -2.11 -2.05
C -4.31 -2.91 -3.60
C -3.19 -3.90 -3.89
S -1.64 -2.98 -3.81
H 0.46 -1.38 -4.46
H 3.57 -1.14 -6.06
H 5.37 0.30 -5.14
H 4.96 1.62 -3.07
H 2.74 1.45 -1.95
H -4.38 -2.16 -4.39
H -5.28 -3.39 -3.45
H -3.26 -4.33 -4.90
H -3.19 -4.70 -3.15
F 0.38 5.72 -0.06
C 0.20 5.07 1.07
F 1.36 4.68 1.56
F -0.42 5.85 1.94
S -0.85 3.56 0.83
O -2.16 3.92 1.29
O -0.15 2.53 1.57
N -0.74 3.36 -0.76
S -2.18 3.13 -1.43
O -2.09 2.96 -2.84
O -2.98 2.21 -0.66
C -3.08 4.81 -1.33
F -4.24 4.65 -0.73
F -3.28 5.19 -2.59
F -2.38 5.76 -0.74
*
```

Calculated values
maximum force: 11.998 eV/Å
Kohn-Sham gap: 4.88 eV
energy above the lowest of the compared OMol25 structures with the same formula, charge and spin: 67.1 kcal/mol

C3H8N2 | ωB97M-V with the def2-TZVPD basis set

Geometry as ORCA input:
```
! RIJCOSX wB97M-V def2-TZVPD def2/J DEFGRID3
* xyz 0 1
C -0.27 -0.25 0.19
C 2.05 -0.63 1.98
C -1.23 0.24 -1.86
N -0.30 1.16 0.21
N -0.08 0.39 -1.02
H -0.90 -1.07 0.22
H 1.83 -1.61 2.51
H 1.75 0.28 2.54
H 2.89 -0.72 1.22
H -1.21 1.08 -2.50
H -1.10 -0.62 -2.43
H -2.16 0.21 -1.43
H -1.26 1.54 0.37
*
```

Calculated values
maximum force: 2.932 eV/Å
Kohn-Sham gap (spin up / spin down): 9.27 / 8.54 eV
energy above the lowest of the compared OMol25 structures with the same formula, charge and spin: 183.5 kcal/mol

C3H9N2O | ωB97M-V with the def2-TZVPD basis set

Geometry as ORCA input:
```
! RIJCOSX wB97M-V def2-TZVPD def2/J DEFGRID3
* xyz 1 1
C -1.44 -0.99 -0.60
C -0.97 1.44 -0.01
C -0.74 0.00 0.22
N 2.35 -0.51 -0.32
N 0.11 -0.38 1.12
O 3.42 0.09 -0.02
H -2.16 -0.53 -1.27
H -1.95 -1.73 0.02
H -0.71 -1.55 -1.19
H -2.03 1.66 0.00
H -0.46 2.06 0.72
H -0.61 1.70 -1.01
H 0.33 -1.36 1.24
H 4.20 -0.18 -0.56
H 0.65 0.28 1.66
*
```

Calculated values
maximum force: 0.934 eV/Å
Kohn-Sham gap (spin up / spin down): 8.64 / 8.81 eV
energy above the lowest of the compared OMol25 structures with the same formula, charge and spin: 114.7 kcal/mol

C2H8N3S | ωB97M-V with the def2-TZVPD basis set

Geometry as ORCA input:
```
! RIJCOSX wB97M-V def2-TZVPD def2/J DEFGRID3
* xyz 1 1
C 1.18 1.32 -0.05
C -0.66 -0.31 -0.50
N -0.69 0.23 0.77
N -1.77 -0.97 -0.82
N 0.60 0.82 1.13
S 0.69 0.07 -1.49
H 0.82 2.23 -0.40
H 2.33 1.37 0.10
H 1.04 -1.80 -0.28
H -1.18 -0.04 1.59
H -2.53 -1.02 -0.18
H -2.07 -1.13 -1.73
H 1.55 -2.30 -0.14
H 0.68 1.54 2.00
*
```

Calculated values
maximum force: 3.832 eV/Å
Kohn-Sham gap: 9.31 eV
energy above the lowest of the compared OMol25 structures with the same formula, charge and spin: 63.3 kcal/mol